a) This record from OMol25 describes the molecule C4H7NO. The level of theory is wB97M-V/def2-TZVPD.

Results
HOMO: -9.61 eV
structure (SMILES): C[C@H]1CN=CO1
gap between HOMO and LUMO: 10.7 eV

```
! wB97M-V def2-TZVPD RIJCOSX def2/J DEFGRID3
* xyz 0 1
C 1.6248 0.4392 0.1004
C 0.2702 0.0385 -0.4384
C -0.4947 -1.0478 0.3309
N -1.9017 -0.6347 0.2482
C -1.8546 0.5768 -0.1166
O -0.6585 1.1493 -0.3900
H 1.9867 1.3455 -0.3930
H 1.5932 0.6201 1.1793
H 2.3438 -0.3631 -0.0966
H 0.3579 -0.2379 -1.4984
H -0.3516 -2.0470 -0.0840
H -0.2049 -1.0729 1.3908
H -2.7105 1.2339 -0.2326
*
```

Atom charges from the Mulliken analysis, given in e for atoms 1 to 5: atom 1 (C): -1.33, atom 2 (C): 0.46, atom 3 (C): -0.55, atom 4 (N): -0.49, atom 5 (C): 0.06



b) This record from OMol25 describes the molecule C4H7NO. The level of theory is wB97M-V/def2-TZVPD.

Results
HOMO: -9.36 eV
structure (SMILES): C1OC[C@H]2N[C@@H]12
gap between HOMO and LUMO: 10.4 eV

```
! wB97M-V def2-TZVPD RIJCOSX def2/J DEFGRID3
* xyz 0 1
C 1.0660 -0.6142 -0.6287
O 0.4996 0.4595 -1.3825
C -0.2120 1.2838 -0.4836
C -0.7535 0.3631 0.5796
N -1.1577 -0.9644 0.1305
C 0.2048 -0.7478 0.6060
H 2.1165 -0.4118 -0.3888
H 0.9850 -1.5298 -1.2239
H 0.4842 1.9717 0.0181
H -0.9583 1.8827 -0.9996
H -1.1204 0.8162 1.4947
H -1.7881 -1.5163 0.7047
H 0.6340 -0.9927 1.5734
*
```

Atom charges from the Mulliken analysis, given in e for atoms 1 to 5: atom 1 (C): -0.49, atom 2 (O): -0.39, atom 3 (C): -0.49, atom 4 (C): -0.05, atom 5 (N): -0.56



c) This record from OMol25 describes the molecule C4H7NO. The level of theory is wB97M-V/def2-TZVPD.

Results
HOMO: -9.60 eV
structure (SMILES): C[C@H]1NCC1=O
gap between HOMO and LUMO: 10.4 eV

```
! wB97M-V def2-TZVPD RIJCOSX def2/J DEFGRID3
* xyz 0 1
C 1.6990 -0.2712 -0.0087
C 0.3808 0.4738 -0.1320
N -0.6060 -0.1424 -1.0560
C -1.6373 -0.2779 -0.0028
C -0.6035 0.2136 1.0088
O -0.5413 0.2821 2.2051
H 2.2202 -0.3051 -0.9703
H 1.5173 -1.2994 0.3179
H 2.3416 0.2197 0.7290
H 0.5473 1.5476 -0.3040
H -0.8857 0.4723 -1.8123
H -1.9864 -1.3046 0.1540
H -2.5085 0.3848 -0.0873
*
```

Atom charges from the Mulliken analysis, given in e for atoms 1 to 5: atom 1 (C): -1.30, atom 2 (C): 0.36, atom 3 (N): -0.53, atom 4 (C): -0.31, atom 5 (C): 0.29



d) This record from OMol25 describes the molecule C4H7NO. The level of theory is wB97M-V/def2-TZVPD.

Results
HOMO: -9.43 eV
structure (SMILES): O[C@H]1C[C@H]2N[C@@H]12
gap between HOMO and LUMO: 10.5 eV

```
! wB97M-V def2-TZVPD RIJCOSX def2/J DEFGRID3
* xyz 0 1
O -1.6901 0.2283 -1.1954
C -0.3420 0.4584 -0.9218
C 0.0351 1.1628 0.4307
C 0.7835 -0.1027 0.8244
N -0.2116 -1.1878 0.7720
C 0.4685 -0.7580 -0.4634
H -1.9846 -0.3941 -0.5121
H 0.0848 0.9689 -1.7881
H -0.8087 1.4293 1.0733
H 0.6862 2.0293 0.2837
H 1.6749 -0.1971 1.4357
H 0.2307 -2.0471 1.0931
H 1.0394 -1.4639 -1.0581
*
```

Atom charges from the Mulliken analysis, given in e for atoms 1 to 5: atom 1 (O): -0.55, atom 2 (C): -0.23, atom 3 (C): -0.60, atom 4 (C): -0.16, atom 5 (N): -0.59



d) is the least stable structure shown above.